103
Properties=species:S:1:pos:R:3 method="wB97M-V/def2-TZVPD" s_squared=0.76 total_charge=-1 mol_weight_g_mol=1249.063 spin_multiplicity=2
Re 0.720 0.375 1.556
O 4.084 -1.277 5.590
C 3.708 -0.078 6.067
C 4.366 0.399 7.203
C 4.029 1.622 7.747
C 3.033 2.403 7.169
C 2.383 1.933 6.043
C 2.696 0.699 5.478
C 1.931 0.261 4.279
O 1.006 0.997 3.831
N 2.266 -0.915 3.772
N 1.483 -1.238 2.677
C 1.334 -2.498 2.468
C 0.467 -3.061 1.464
C 0.591 -4.425 1.171
C -0.264 -5.061 0.300
C -1.290 -4.319 -0.287
C -1.450 -2.982 -0.001
C -0.584 -2.308 0.884
O -0.792 -1.040 1.141
H 3.528 -1.446 4.783
H 5.141 -0.219 7.637
H 4.552 1.975 8.628
H 2.772 3.364 7.590
H 1.609 2.514 5.560
H 1.859 -3.176 3.138
H 1.388 -4.981 1.653
H -0.141 -6.111 0.072
H -1.966 -4.793 -0.989
H -2.211 -2.401 -0.503
Cl 5.861 4.432 -0.331
C 4.266 3.807 -0.099
C 3.167 4.464 -0.630
Cl 3.383 5.919 -1.540
C 1.877 3.960 -0.444
Cl 0.486 4.744 -1.110
C 1.677 2.782 0.271
O 0.517 2.218 0.460
C 2.811 2.124 0.814
O 2.544 1.023 1.528
C 4.083 2.624 0.630
Cl 5.416 1.761 1.300
Cl -6.009 -3.528 3.736
C -5.646 -2.167 2.720
C -4.393 -2.052 2.145
C -4.139 -0.962 1.331
C -5.099 0.012 1.075
C -4.693 1.191 0.226
C -4.307 2.400 1.092
N -3.143 2.031 1.873
C -3.104 1.562 3.168
C -1.860 1.048 3.352
N -1.152 1.189 2.184
C -1.950 1.765 1.316
O -5.676 1.538 -0.728
C -5.107 1.955 -1.967
C -4.343 0.856 -2.641
C -2.989 0.816 -2.816
Cl -1.839 1.999 -2.338
S -2.461 -0.611 -3.612
C -4.072 -1.189 -3.712
C -4.958 -0.320 -3.164
C -6.332 -0.121 1.708
Cl -7.566 1.097 1.543
C -6.623 -1.207 2.518
H -3.626 -2.791 2.329
H -3.144 -0.837 0.920
H -3.777 0.886 -0.289
H -5.116 2.702 1.755
H -4.049 3.242 0.448
H -3.949 1.648 3.827
H -1.397 0.624 4.224
H -1.677 2.013 0.306
H -4.462 2.830 -1.828
H -5.955 2.256 -2.582
H -4.277 -2.145 -4.165
H -6.022 -0.500 -3.107
H -7.591 -1.294 2.987
C 4.840 0.066 -5.663
C 3.570 -0.744 -5.929
C 2.803 -0.063 -7.071
C 3.986 -2.153 -6.374
C 2.674 -0.838 -4.693
C 1.469 -1.539 -4.779
C 0.590 -1.663 -3.704
C 0.954 -1.052 -2.525
O 0.296 -0.999 -1.336
B 1.108 -0.249 -0.449
O 2.274 0.127 -1.160
C 2.150 -0.362 -2.422
C 3.026 -0.239 -3.479
H 5.440 0.110 -6.574
H 5.451 -0.387 -4.882
H 4.610 1.089 -5.365
H 3.435 0.017 -7.958
H 2.489 0.940 -6.780
H 1.911 -0.628 -7.344
H 4.647 -2.097 -7.242
H 3.120 -2.755 -6.650
H 4.513 -2.673 -5.573
H 1.198 -2.012 -5.715
H -0.333 -2.219 -3.788
H 3.944 0.313 -3.345

---

10
Properties=species:S:1:pos:R:3 method="wB97M-V/def2-TZVPD" total_charge=0 mol_weight_g_mol=58.877 spin_multiplicity=1
C -1.518 0.462 0.139
B -0.028 -0.170 0.328
O 1.029 0.467 -0.198
N 2.465 0.134 0.140
H -2.074 0.382 -0.725
H -1.449 1.421 0.380
H -2.193 0.131 0.928
H 0.114 -1.055 1.232
H 3.106 0.260 -0.649
H 2.412 -0.755 0.589

---

11
Properties=species:S:1:pos:R:3 method="wB97M-V/def2-TZVPD" total_charge=0 mol_weight_g_mol=70.091 spin_multiplicity=1
C 1.635 0.404 -0.271
C 0.419 0.762 0.135
C -0.847 0.167 -0.429
C -1.106 -0.994 0.514
O -1.862 -0.965 1.453
H 1.762 -0.249 -1.132
H 2.542 0.706 0.247
H 0.283 1.379 1.021
H -1.701 0.851 -0.416
H -0.675 -0.191 -1.450
H -0.449 -1.869 0.330

---

Calculated E_tot in order - -171916.358, -5346.636, -6291.550 eV
Calculated relative energy (zero: lowest compared OMol25 entry of this formula, charge and spin) in order - 61.9, 360.6, 35.5 kJ/mol